# 1
Formula: C60H52N3O4P2Re
Source: the Open Molecules 2025 dataset
Level of theory: ωB97M-V/def2-TZVPD

- molecular weight (g/mol) = 1127.25
- F_max (eV/A) = 1.623
- ΔE to the lowest compared entry with this formula, charge and spin (eV) = 0.682
- LUMO level (alpha / beta) (eV) = -8.80 / -9.65
- HOMO level (alpha / beta) (eV) = -15.3 / -15.3
- expectation value of S² = 3.79

The geometry in ORCA input format:
```
! wB97M-V def2-TZVPD RIJCOSX def2/J DEFGRID3
* xyz 3 4
Re -0.047 -0.189 -0.265
C -4.668 -0.207 0.800
O -3.795 -0.303 1.928
C -2.564 -0.134 1.485
N -2.399 0.067 0.223
C -3.721 0.190 -0.371
C -4.067 1.606 -0.791
C -3.679 2.712 -0.040
C -4.194 3.966 -0.325
C -5.111 4.126 -1.352
C -5.488 3.028 -2.110
C -4.965 1.776 -1.838
C -1.481 0.025 2.456
C -1.757 0.053 3.821
C -0.757 0.470 4.690
C 0.430 0.938 4.150
C 0.627 0.874 2.768
N -0.279 0.335 1.946
C 1.785 1.572 2.199
N 1.949 1.804 0.954
C 3.171 2.593 0.819
C 3.513 2.957 2.285
O 2.648 2.118 3.053
C 3.047 3.762 -0.129
C 3.710 4.969 0.078
C 3.567 6.007 -0.827
C 2.774 5.852 -1.956
C 2.126 4.645 -2.179
C 2.274 3.605 -1.280
H -5.417 0.563 1.004
H -5.169 -1.168 0.669
H -3.813 -0.485 -1.226
H -3.022 2.596 0.812
H -3.905 4.812 0.280
H -5.541 5.095 -1.548
H -6.211 3.139 -2.903
H -5.284 0.922 -2.418
H -2.740 -0.225 4.172
H -0.923 0.482 5.757
H 1.205 1.369 4.766
H 3.932 1.919 0.394
H 3.255 3.998 2.513
H 4.545 2.758 2.572
H 4.347 5.108 0.936
H 4.072 6.943 -0.647
H 2.672 6.659 -2.664
H 1.522 4.522 -3.067
H 1.839 2.633 -1.474
O 0.371 -2.819 -2.544
C 0.316 -4.079 -2.012
C 0.750 -5.262 -2.608
C 0.536 -6.473 -1.973
C -0.111 -6.528 -0.748
C -0.429 -5.349 -0.096
C -0.188 -4.121 -0.707
P -0.273 -2.640 0.364
C -1.916 -2.968 1.080
C -2.951 -3.026 0.142
C -4.213 -3.434 0.524
C -4.465 -3.743 1.854
C -3.447 -3.667 2.789
C -2.166 -3.302 2.407
C 1.041 -3.108 1.548
C 1.053 -2.638 2.859
C 2.043 -3.050 3.735
C 3.051 -3.901 3.308
C 3.071 -4.334 1.993
C 2.077 -3.941 1.116
C 0.130 -2.518 -3.851
C -0.018 -3.405 -4.918
C -0.118 -2.918 -6.208
C -0.120 -1.552 -6.454
C -0.084 -0.668 -5.393
C 0.011 -1.142 -4.088
P 0.167 0.091 -2.747
C 1.772 0.689 -3.409
C 1.880 1.833 -4.192
C 3.086 2.131 -4.802
C 4.174 1.286 -4.659
C 4.054 0.121 -3.917
C 2.853 -0.188 -3.307
C -1.107 1.313 -3.220
C -0.976 2.671 -2.929
C -1.949 3.575 -3.323
C -3.050 3.140 -4.042
C -3.194 1.789 -4.319
C -2.250 0.876 -3.886
H 1.307 -5.245 -3.530
H 0.879 -7.385 -2.435
H -0.321 -7.477 -0.280
H -0.859 -5.382 0.894
H -2.740 -2.767 -0.889
H -4.992 -3.527 -0.216
H -5.452 -4.052 2.157
H -3.642 -3.914 3.820
H -1.369 -3.320 3.136
H 0.288 -1.956 3.203
H 2.029 -2.707 4.756
H 3.823 -4.214 3.992
H 3.858 -4.984 1.647
H 2.110 -4.294 0.097
H -0.056 -4.469 -4.766
H -0.184 -3.611 -7.033
H -0.172 -1.179 -7.464
H -0.140 0.394 -5.578
H 1.034 2.487 -4.344
H 3.171 3.021 -5.404
H 5.105 1.523 -5.147
H 4.887 -0.558 -3.830
H 2.737 -1.119 -2.773
H -0.093 3.037 -2.430
H -1.829 4.621 -3.085
H -3.786 3.847 -4.390
H -4.041 1.441 -4.888
H -2.378 -0.176 -4.092
O -0.515 2.178 -0.114
H -1.259 2.577 -0.585
H 0.245 2.776 -0.144
C 2.067 -0.767 -0.230
H 2.672 0.002 -0.712
H 2.273 -1.723 -0.716
H 2.407 -0.860 0.804
*
```

# 2
Formula: C60H54FGeP3PdS3
Source: the Open Molecules 2025 dataset
Level of theory: ωB97M-V/def2-TZVPD

- molecular weight (g/mol) = 1162.24
- F_max (eV/A) = 0.300
- ΔE to the lowest compared entry with this formula, charge and spin (eV) = 0.000
- LUMO level (alpha / beta) (eV) = -4.15 / -7.61
- HOMO level (alpha / beta) (eV) = -11.7 / -12.7
- expectation value of S² = 2.01

The geometry in ORCA input format:
```
! wB97M-V def2-TZVPD RIJCOSX def2/J DEFGRID3
* xyz 2 3
Pd 0.339 -0.330 -0.224
F 3.799 -2.930 -1.892
Ge 2.583 -1.919 -1.084
C 1.196 -2.114 -2.475
C 1.093 -3.435 -2.919
C 0.239 -3.784 -3.952
C -0.514 -2.805 -4.585
C -0.430 -1.491 -4.160
C 0.403 -1.134 -3.098
P 0.502 0.580 -2.477
C -1.057 1.420 -2.929
C -1.028 2.788 -3.199
C -2.200 3.485 -3.460
C -3.419 2.821 -3.465
C -3.460 1.459 -3.192
C -2.290 0.767 -2.911
C 1.691 1.386 -3.604
C 1.394 1.389 -4.970
C 2.257 1.979 -5.875
C 3.430 2.578 -5.428
C 3.733 2.578 -4.078
C 2.869 1.980 -3.168
C 2.375 -3.053 0.517
C 3.530 -3.735 0.894
C 3.543 -4.561 2.011
C 2.390 -4.742 2.758
C 1.223 -4.086 2.390
C 1.215 -3.240 1.284
P -0.272 -2.317 0.832
C -1.198 -3.414 -0.279
C -1.011 -4.793 -0.287
C -1.767 -5.592 -1.134
C -2.708 -5.018 -1.978
C -2.889 -3.641 -1.984
C -2.135 -2.844 -1.137
C -1.312 -2.194 2.320
C -1.025 -1.191 3.247
C -1.780 -1.065 4.402
C -2.850 -1.924 4.630
C -3.161 -2.904 3.699
C -2.393 -3.044 2.549
C 3.704 -0.314 -0.853
C 4.886 -0.317 -1.595
C 5.792 0.730 -1.503
C 5.543 1.795 -0.651
C 4.382 1.807 0.107
C 3.460 0.768 0.005
P 1.960 0.788 1.029
C 2.596 0.493 2.710
C 3.268 1.506 3.402
C 3.843 1.248 4.634
C 3.760 -0.025 5.190
C 3.106 -1.036 4.506
C 2.529 -0.777 3.269
C 1.357 2.511 1.091
C 0.723 2.991 2.238
C 0.165 4.263 2.253
C 0.210 5.063 1.119
C 0.817 4.583 -0.035
C 1.385 3.317 -0.048
H 1.706 -4.202 -2.461
H 0.177 -4.815 -4.276
H -1.163 -3.064 -5.412
H -1.025 -0.738 -4.661
H -0.080 3.311 -3.233
H -2.156 4.542 -3.686
H -4.329 3.357 -3.702
H -4.405 0.930 -3.227
H -2.335 -0.296 -2.711
H 0.482 0.930 -5.333
H 2.018 1.971 -6.930
H 4.105 3.040 -6.137
H 4.649 3.034 -3.724
H 3.138 1.967 -2.123
H 4.434 -3.623 0.309
H 4.457 -5.067 2.293
H 2.395 -5.392 3.624
H 0.322 -4.219 2.977
H -0.269 -5.246 0.359
H -1.619 -6.663 -1.137
H -3.293 -5.644 -2.640
H -3.608 -3.192 -2.658
H -2.258 -1.766 -1.149
H -0.203 -0.510 3.063
H -1.527 -0.305 5.131
H -3.435 -1.834 5.536
H -3.989 -3.578 3.877
H -2.632 -3.823 1.836
H 5.099 -1.148 -2.254
H 6.696 0.709 -2.097
H 6.250 2.610 -0.570
H 4.192 2.642 0.771
H 3.342 2.502 2.984
H 4.362 2.037 5.162
H 4.214 -0.224 6.152
H 3.045 -2.031 4.927
H 2.041 -1.580 2.737
H 0.692 2.384 3.134
H -0.283 4.640 3.165
H -0.205 6.063 1.139
H 0.867 5.202 -0.921
H 1.862 2.962 -0.951
C -5.151 0.711 1.097
C -4.030 0.062 0.290
S -2.347 0.646 0.579
C -2.377 2.413 0.204
C -3.122 3.275 1.225
S -2.867 2.654 2.907
C -4.335 3.301 3.758
C -5.515 2.420 3.337
S -4.785 0.812 2.873
H -6.059 0.112 1.000
H -5.377 1.711 0.734
H -4.281 0.164 -0.768
H -3.965 -1.006 0.512
H -2.775 2.597 -0.796
H -1.319 2.684 0.189
H -4.193 3.313 1.036
H -2.743 4.299 1.204
H -4.480 4.358 3.539
H -4.117 3.202 4.820
H -6.052 2.821 2.480
H -6.231 2.269 4.142
*
```

Which of these has the lowest molecular weight? C60H52N3O4P2Re